C9H8O3 in the gas phase. Source: the Open Molecules 2025 dataset; level of theory: ωB97M-V with the def2-TZVPD basis set.

Last column: Mulliken charge in e.
Geometry (Å):
1 O -2.668 0.274 -1.339  -0.491
2 C -2.346 0.189 -0.032  0.926
3 O -3.412 0.631 0.735  -0.550
4 C -1.944 -1.227 0.299  -1.016
5 C -0.689 -1.649 0.277  -0.502
6 C 0.399 -0.639 0.029  0.805
7 C 1.681 -1.125 -0.041  -0.664
8 C 2.728 -0.191 -0.186  -0.407
9 C 2.444 1.169 -0.037  -0.531
10 C 1.157 1.598 0.116  -0.490
11 C 0.100 0.645 0.190  0.426
12 O -1.138 1.146 0.331  -0.461
13 H -2.927 1.217 -1.412  0.351
14 H -3.277 0.147 1.527  0.337
15 H -2.739 -1.908 0.334  0.446
16 H -0.478 -2.711 0.446  0.355
17 H 1.823 -2.130 -0.295  0.354
18 H 3.617 -0.538 -0.690  0.324
19 H 3.133 1.904 -0.241  0.431
20 H 0.784 2.630 0.236  0.357

2S+1 = 1
Energy above the lowest of the compared OMol25 structures with the same formula, charge and spin = 87.4 kJ/mol
HOMO = -8.467 eV
E_LUMO = 0.69 eV
Energy = -573.43312 Ha
SMILES = OC1(O)C=Cc2ccccc2O1
Max |F| = 5.4 eV Å⁻¹
Frontier orbital gap = 9.2 eV

C9H9AgF3N2 as an isolated structure. Source: the Open Molecules 2025 dataset; level of theory: ωB97M-V with the def2-TZVPD basis set.

Last column: Mulliken charge in e.
Geometry (Å):
1 Ag 0.019 -0.336 0.011  0.558
2 C -1.343 -4.520 2.872  -1.064
3 C -0.353 -3.468 3.397  -0.269
4 C -0.214 -2.352 2.492  0.211
5 N -0.112 -1.463 1.778  -0.236
6 H -1.444 -5.308 3.614  0.316
7 H -0.985 -4.964 1.945  0.330
8 H -2.326 -4.085 2.696  0.338
9 H 0.638 -3.906 3.529  0.260
10 H -0.676 -3.086 4.367  0.278
11 F -0.303 -1.402 -6.917  -0.231
12 C 0.771 -0.793 -6.397  0.750
13 F 1.850 -1.525 -6.682  -0.262
14 F 0.898 0.401 -6.993  -0.230
15 C 0.603 -0.608 -4.907  0.545
16 C 1.502 -1.148 -4.004  -0.572
17 C 1.286 -0.929 -2.657  -0.015
18 N 0.248 -0.221 -2.192  -0.438
19 C -0.611 0.300 -3.074  -0.289
20 C -0.473 0.130 -4.438  -0.623
21 H 2.354 -1.724 -4.335  0.451
22 H 1.977 -1.328 -1.927  0.397
23 H -1.434 0.881 -2.681  0.388
24 H -1.189 0.566 -5.121  0.408

2S+1 = 1
HOMO = -13.901 eV
E_LUMO = -3.32 eV
Energy = -904.22991 Ha
Max |F| = 0.6 eV Å⁻¹
Charge = +1
Frontier orbital gap = 10.6 eV

A 2-piece molecular cluster, C9H9BrCl2F2 overall. Source: the Open Molecules 2025 dataset; level of theory: ωB97M-V with the def2-TZVPD basis set.

Last column: Mulliken charge in e.
Geometry (Å):
1 Cl -2.148 -0.229 2.297  -0.218
2 C -2.051 -0.204 0.653  0.898
3 C -1.892 -1.406 -0.042  -0.872
4 C -1.823 -1.303 -1.453  -0.456
5 C -2.054 -0.082 -2.101  -0.387
6 C -2.313 1.091 -1.451  0.471
7 Cl -2.690 2.528 -2.296  -0.206
8 C -2.238 1.082 0.013  -1.032
9 H -1.788 -2.379 0.307  0.449
10 H -1.763 -2.106 -2.150  0.408
11 H -2.047 -0.019 -3.196  0.327
12 H -2.297 1.926 0.602  0.591
13 C 3.152 0.432 1.755  -1.198
14 C 2.232 -0.512 0.955  1.096
15 F 1.224 -1.079 1.662  -0.268
16 F 3.013 -1.553 0.403  -0.332
17 C 1.606 0.102 -0.322  -0.532
18 Br 0.944 1.928 0.164  -0.158
19 H 2.672 0.362 2.848  0.277
20 H 3.067 1.442 1.435  0.350
21 H 4.194 0.137 1.720  0.324
22 H 0.681 -0.532 -0.642  0.074
23 H 2.319 0.374 -1.162  0.393

2S+1 = 1
Energy above the lowest of the compared OMol25 structures with the same formula, charge and spin = 0.0 kJ/mol
HOMO = -9.118 eV
E_LUMO = 0.62 eV
Energy = -4042.44916 Ha
SMILES = Clc1cccc(Cl)c1.CC(F)(F)CBr
Max |F| = 5.1 eV Å⁻¹
Frontier orbital gap = 9.7 eV

C9H9BrI2N5O2SSn as an isolated structure. Source: the Open Molecules 2025 dataset; level of theory: ωB97M-V with the def2-TZVPD basis set.

Last column: Mulliken charge in e.
Geometry (Å):
1 Sn 0.488 1.394 -2.416  1.087
2 C -1.526 2.093 1.918  -1.369
3 C -0.346 1.360 1.398  0.711
4 N 0.940 2.063 1.784  -0.545
5 N 1.932 1.421 1.477  0.515
6 C 1.890 0.166 0.666  0.541
7 S 3.339 -0.784 0.565  0.101
8 N -0.175 1.037 -0.083  -0.127
9 N -1.331 0.831 -0.896  -0.475
10 H -1.454 2.125 3.008  0.395
11 H -2.447 1.573 1.659  0.413
12 H -1.539 3.121 1.550  0.395
13 H 2.858 1.777 1.768  0.341
14 H -1.948 1.642 -0.818  0.269
15 H -1.853 -0.020 -0.669  0.296
16 Br 0.385 -3.761 -3.528  -0.054
17 C 0.103 -3.238 -1.757  -0.363
18 C -0.386 -4.151 -0.808  -0.119
19 N -0.598 -3.819 0.454  -0.495
20 C -0.353 -2.580 0.857  -0.461
21 C 0.135 -1.605 -0.013  -0.761
22 C 0.371 -1.951 -1.346  -0.037
23 C 0.428 -0.263 0.535  2.051
24 O -0.201 0.024 1.782  -0.462
25 O 2.580 0.378 -0.511  -0.446
26 H -0.607 -5.172 -1.097  0.439
27 H -0.551 -2.362 1.900  0.552
28 H 0.787 -1.265 -2.078  0.115
29 I 0.456 4.350 -1.919  0.218
30 I -1.378 5.617 -3.383  0.273

2S+1 = 1
Energy above the lowest of the compared OMol25 structures with the same formula, charge and spin = 0.0 kJ/mol
HOMO = -17.673 eV
E_LUMO = -12.40 eV
Energy = -4553.23681 Ha
Max |F| = 0.7 eV Å⁻¹
Charge = +3
Frontier orbital gap = 5.3 eV

A 2-piece molecular cluster, C9H9ClSi overall. Source: the Open Molecules 2025 dataset; level of theory: ωB97M-V with the def2-TZVPD basis set.

Last column: Mulliken charge in e.
Geometry (Å):
1 C -2.097 0.648 4.495  0.337
2 C -2.234 0.611 3.281  -0.803
3 C 1.603 -0.445 -2.942  -0.268
4 C 1.089 -1.550 -2.252  -0.789
5 C 1.558 0.854 -2.504  -0.774
6 C 0.620 -1.314 -0.937  0.020
7 C 1.172 1.004 -1.170  -0.348
8 C 0.688 -0.031 -0.389  1.017
9 C 0.374 0.338 0.991  -1.335
10 Si -2.148 0.413 1.460  0.538
11 Cl -2.528 -1.612 1.413  -0.259
12 H -2.220 0.580 5.538  0.416
13 H 2.047 -0.633 -3.864  0.398
14 H 0.961 -2.505 -2.691  0.404
15 H 1.881 1.568 -3.202  0.410
16 H -0.083 -1.861 -0.271  0.199
17 H 1.031 2.000 -0.754  0.246
18 H 0.617 -0.498 1.818  0.329
19 H 0.799 1.343 1.278  0.379
20 H -3.130 1.090 0.702  -0.115

2S+1 = 1
Energy above the lowest of the compared OMol25 structures with the same formula, charge and spin = 251.2 kJ/mol
HOMO = -8.166 eV
E_LUMO = -0.11 eV
Energy = -1097.92916 Ha
Max |F| = 4.3 eV Å⁻¹
Frontier orbital gap = 8.1 eV

An isolated ion of composition C9H9IN and charge +1. Source: the Open Molecules 2025 dataset; level of theory: ωB97M-V with the def2-TZVPD basis set.

Last column: Mulliken charge in e.
Geometry (Å):
1 C -1.716 2.038 -0.519  -0.430
2 C -2.325 0.825 -0.744  -0.447
3 C -0.403 2.082 -0.085  -0.722
4 C -1.523 -0.295 -0.602  -0.375
5 C 0.370 0.963 0.239  0.774
6 C -0.313 -0.353 0.120  0.775
7 C 2.912 0.716 0.321  -0.412
8 C 1.777 1.292 0.667  -0.268
9 C 0.269 -2.812 0.189  -0.894
10 N 0.326 -1.429 0.627  -0.334
11 I 4.517 -0.129 -0.466  0.560
12 H -2.164 3.089 -0.691  0.267
13 H -3.291 0.752 -1.248  0.389
14 H 0.049 3.058 -0.029  0.324
15 H -2.173 -1.262 -0.637  0.130
16 H 1.029 -1.314 1.366  0.306
17 H 1.863 2.208 1.189  0.454
18 H -0.717 -3.185 0.033  0.267
19 H 0.751 -3.511 1.018  0.262
20 H 0.759 -2.734 -0.748  0.372

2S+1 = 1
Energy above the lowest of the compared OMol25 structures with the same formula, charge and spin = 472.0 kJ/mol
HOMO (alpha / beta) = -11.239 / -11.240 eV
E_LUMO (alpha / beta) = -6.48 / -6.48 eV
Energy = -700.37308 Ha
Max |F| = 4.6 eV Å⁻¹
Charge = +1
Frontier orbital gap (alpha / beta) = 4.8 / 4.8 eV

C9H9N in the gas phase. Source: the Open Molecules 2025 dataset; level of theory: ωB97M-V with the def2-TZVPD basis set.

Last column: Mulliken charge in e.
Geometry (Å):
1 C 3.209 -1.019 0.154  -0.610
2 C 3.175 0.287 0.014  -0.569
3 C 1.903 0.843 -0.015  0.260
4 N 1.075 -0.102 0.032  -0.301
5 C -0.333 0.050 -0.054  0.741
6 C -1.090 1.264 -0.111  -0.585
7 C -2.417 1.170 0.007  -0.291
8 C -3.093 -0.047 0.255  -0.842
9 C -2.417 -1.209 -0.046  -0.493
10 C -1.021 -1.157 -0.196  -0.126
11 H 4.103 -1.631 0.139  0.300
12 H 2.286 -1.577 0.231  0.256
13 H 4.036 0.790 0.003  0.461
14 H 1.539 1.974 -0.055  0.136
15 H -0.763 2.308 -0.243  0.185
16 H -2.890 2.171 -0.021  0.294
17 H -4.080 0.056 0.411  0.455
18 H -2.870 -2.107 -0.112  0.481
19 H -0.354 -2.063 -0.393  0.248

2S+1 = 1
Energy above the lowest of the compared OMol25 structures with the same formula, charge and spin = 269.8 kJ/mol
HOMO = -8.230 eV
E_LUMO = 0.00 eV
Energy = -402.97997 Ha
SMILES = C=C/C=N/c1ccccc1
Max |F| = 4.6 eV Å⁻¹
Frontier orbital gap = 8.2 eV

A 2-piece molecular cluster, C9H9N2O overall. Source: the Open Molecules 2025 dataset; level of theory: ωB97M-V with the def2-TZVPD basis set.

Last column: Mulliken charge in e.
Geometry (Å):
1 C -1.805 -2.068 -0.226  0.158
2 C 2.799 0.110 0.529  -0.141
3 C 1.953 -0.404 1.419  -0.696
4 C 2.481 0.103 -0.893  -0.659
5 C 0.719 -0.901 0.981  0.455
6 C 1.252 -0.360 -1.229  0.056
7 C -1.540 2.334 -0.063  0.763
8 C -2.496 3.177 0.137  -0.933
9 C -0.852 -1.345 -0.804  -0.293
10 N -2.483 -2.845 0.378  -0.312
11 N 0.436 -0.938 -0.323  0.151
12 O -0.676 1.559 -0.219  -0.371
13 H 3.863 0.518 0.695  0.319
14 H 2.233 -0.478 2.556  0.301
15 H 3.138 0.604 -1.609  0.394
16 H 0.120 -1.459 1.717  0.334
17 H 0.831 -0.274 -2.189  0.340
18 H -2.689 3.337 1.139  0.273
19 H -3.405 -2.917 0.636  0.299
20 H -2.951 3.493 -0.733  0.276
21 H -0.926 -1.245 -1.898  0.287

2S+1 = 1
Energy above the lowest of the compared OMol25 structures with the same formula, charge and spin = 266.7 kJ/mol
HOMO = -12.342 eV
E_LUMO = -4.29 eV
Energy = -532.73457 Ha
Max |F| = 5.5 eV Å⁻¹
Charge = +1
Frontier orbital gap = 8.1 eV

An isolated ion of composition C9H9N2O2S and charge -1. Source: the Open Molecules 2025 dataset; level of theory: ωB97M-V with the def2-TZVPD basis set.

Last column: Mulliken charge in e.
Geometry (Å):
1 C 3.199 1.930 0.137  -0.466
2 C 2.635 1.276 1.173  0.304
3 C 3.198 1.315 -1.244  0.395
4 C 3.070 -0.745 -0.188  -0.100
5 C -1.381 -0.002 0.617  -0.687
6 C -1.155 -1.218 -0.245  -0.656
7 C -0.147 0.887 0.388  -0.630
8 C 0.353 -1.515 -0.070  -0.466
9 C 0.895 -0.263 0.406  0.113
10 N 3.054 -0.074 -1.318  -0.385
11 N 2.110 -0.039 0.658  0.306
12 O 2.219 1.585 2.275  -0.737
13 O 3.384 1.938 -2.266  -0.661
14 S 3.681 -2.268 0.059  -0.365
15 H 3.738 2.868 0.407  0.330
16 H -2.240 0.595 0.238  0.307
17 H -1.481 -0.261 1.610  0.376
18 H -1.748 -1.999 0.051  0.391
19 H -1.402 -1.031 -1.325  0.276
20 H -0.097 1.412 -0.567  0.328
21 H 0.097 1.516 1.230  0.385
22 H 0.389 -2.391 0.650  0.278
23 H 0.791 -2.088 -0.946  0.363

2S+1 = 1
Energy above the lowest of the compared OMol25 structures with the same formula, charge and spin = 220.0 kJ/mol
HOMO = -4.153 eV
E_LUMO = 3.05 eV
Energy = -1006.51502 Ha
Max |F| = 4.4 eV Å⁻¹
Charge = -1
Frontier orbital gap = 7.2 eV

An isolated ion of composition C9H9N2S and charge +1. Source: the Open Molecules 2025 dataset; level of theory: ωB97M-V with the def2-TZVPD basis set.

Last column: Mulliken charge in e.
Geometry (Å):
1 N -3.536 -1.849 -0.345  -0.631
2 C -2.099 -1.457 -0.190  0.326
3 C -0.994 -2.536 0.189  -0.358
4 C 0.497 -2.194 0.407  -0.569
5 C 0.898 -0.674 0.182  0.544
6 C 2.379 -0.208 0.374  -0.288
7 N 2.753 1.179 0.157  -0.074
8 C 1.784 2.191 -0.228  -0.029
9 S 2.255 3.991 -0.460  -0.220
10 C 0.265 1.875 -0.447  -0.492
11 C -0.172 0.389 -0.219  0.704
12 C -1.710 0.042 -0.397  -0.707
13 H -3.930 -1.683 0.608  0.320
14 H -3.932 -1.058 -0.900  0.325
15 H -1.343 -3.627 0.303  0.366
16 H 1.264 -2.996 0.713  0.318
17 H 3.196 -0.944 0.701  0.344
18 H 3.747 1.443 0.281  0.309
19 H 1.634 4.583 0.657  0.218
20 H -0.515 2.656 -0.729  0.364
21 H -2.443 0.876 -0.657  0.230

2S+1 = 1
Energy above the lowest of the compared OMol25 structures with the same formula, charge and spin = 345.7 kJ/mol
HOMO = -12.285 eV
E_LUMO = -5.02 eV
Energy = -855.59294 Ha
Max |F| = 5.4 eV Å⁻¹
Charge = +1
Frontier orbital gap = 7.3 eV

A 2-piece molecular cluster, C9H9N4O3 overall. Source: the Open Molecules 2025 dataset; level of theory: ωB97M-V with the def2-TZVPD basis set.

Last column: Mulliken charge in e.
Geometry (Å):
1 C 2.209 -4.192 -1.361  -0.806
2 O 0.917 -4.090 -0.809  -0.456
3 C 0.646 -2.926 -0.092  0.810
4 C -0.629 -2.814 0.468  -0.464
5 C -0.999 -1.712 1.195  -0.524
6 C -0.111 -0.653 1.400  0.935
7 C -0.518 0.500 2.189  -0.027
8 C 0.169 1.630 2.340  -0.895
9 N -0.308 2.704 3.178  0.969
10 O 0.219 3.819 3.051  -0.604
11 O -1.213 2.473 3.994  -0.547
12 C 1.165 -0.764 0.842  -0.874
13 C 1.536 -1.868 0.115  -0.514
14 H 2.269 -5.152 -1.880  0.229
15 H 2.375 -3.388 -2.080  0.328
16 H 2.960 -4.169 -0.570  0.335
17 H -1.318 -3.626 0.315  0.405
18 H -1.990 -1.657 1.616  0.356
19 H -1.462 0.426 2.701  0.320
20 H 1.102 1.793 1.837  0.358
21 H 1.873 0.030 1.002  0.245
22 H 2.525 -1.922 -0.297  0.358
23 N 1.394 -0.270 5.031  -0.656
24 N 1.220 0.342 6.020  0.338
25 N 1.050 0.949 7.012  -0.619

2S+1 = 1
HOMO = -2.531 eV
E_LUMO = 2.17 eV
Energy = -792.96073 Ha
Max |F| = 1.8 eV Å⁻¹
Charge = -1
Frontier orbital gap = 4.7 eV